# C45H74N4O3ReSSi4

A structure of composition C45H74N4O3ReSSi4 (ωB97M-V/def2-TZVPD, OMol25).

## Properties
- HOMO level (spin up / spin down): -6.3 / -7.0 eV
- <S²>: 3.784

The geometry in ORCA input format:
```
! wB97M-V def2-TZVPD RIJCOSX def2/J DEFGRID3
* xyz 0 4
Re 0.135 0.526 0.209
N 3.145 -1.376 2.826
C 2.368 -0.585 2.025
S 1.315 -1.423 0.915
N 2.534 0.696 2.125
N 1.708 1.476 1.263
C 1.571 2.698 1.719
C 0.696 3.708 1.243
C 0.873 4.991 1.824
C 0.125 6.066 1.446
C -0.859 5.884 0.451
C -1.081 4.656 -0.110
C -0.337 3.515 0.282
O -0.651 2.379 -0.262
H 2.811 -2.314 2.967
H 3.537 -0.924 3.638
H 2.182 2.937 2.580
H 1.642 5.105 2.581
H 0.282 7.036 1.896
H -1.460 6.727 0.134
H -1.847 4.505 -0.860
C -5.075 -3.236 -4.227
C -4.764 -3.015 -2.746
C -5.997 -2.386 -2.085
C -4.489 -4.381 -2.099
C -3.540 -2.120 -2.541
C -3.183 -1.738 -1.252
C -2.022 -1.015 -1.040
N -1.501 -0.631 0.194
C -1.921 -1.057 1.462
C -2.663 -2.187 1.776
C -2.992 -2.462 3.099
C -2.552 -1.579 4.082
C -1.751 -0.465 3.808
C -1.409 -0.245 2.478
O -0.558 0.734 2.087
C -1.221 0.452 4.915
C 0.310 0.343 4.981
C -1.779 0.082 6.291
C -1.620 1.906 4.622
C -3.785 -3.731 3.418
C -5.102 -3.738 2.629
C -2.953 -4.958 3.018
C -4.120 -3.843 4.906
C -1.227 -0.559 -2.111
O -0.104 0.127 -1.750
C -1.613 -0.858 -3.421
C -2.737 -1.684 -3.581
C -0.960 -0.350 -4.717
C -2.052 0.210 -5.646
C 0.023 0.792 -4.494
C -0.241 -1.508 -5.420
H -5.966 -3.862 -4.321
H -4.257 -3.746 -4.740
H -5.272 -2.292 -4.740
H -6.879 -3.005 -2.268
H -6.185 -1.389 -2.489
H -5.878 -2.293 -1.003
H -5.346 -5.048 -2.227
H -4.296 -4.276 -1.028
H -3.614 -4.851 -2.553
H -3.820 -1.980 -0.415
H -2.944 -2.876 0.993
H -2.827 -1.769 5.107
H 0.606 -0.688 5.194
H 0.695 0.983 5.782
H 0.770 0.649 4.041
H -1.464 -0.917 6.602
H -2.870 0.125 6.310
H -1.402 0.794 7.029
H -1.226 2.242 3.664
H -1.233 2.564 5.407
H -2.708 2.006 4.601
H -4.925 -3.718 1.551
H -5.711 -2.869 2.887
H -5.676 -4.641 2.855
H -2.740 -4.965 1.947
H -3.489 -5.879 3.263
H -1.998 -4.962 3.550
H -4.713 -2.992 5.250
H -3.217 -3.906 5.517
H -4.704 -4.750 5.079
H -3.009 -1.958 -4.590
H -2.588 1.026 -5.156
H -2.781 -0.544 -5.941
H -1.590 0.601 -6.557
H -0.467 1.611 -3.972
H 0.369 1.158 -5.466
H 0.885 0.493 -3.904
H -0.935 -2.311 -5.679
H 0.535 -1.929 -4.777
H 0.229 -1.156 -6.343
C 4.826 3.136 2.081
Si 5.080 1.820 0.776
C 6.336 2.535 -0.431
C 5.891 0.359 1.623
Si 3.251 1.245 -0.641
Si 3.739 -0.857 -1.669
C 5.318 -0.368 -2.568
C 4.208 -2.290 -0.574
C 2.488 -1.430 -2.911
Si 2.836 3.186 -1.956
C 4.091 2.951 -3.341
C 1.183 3.467 -2.742
C 3.342 4.726 -1.025
H 5.816 3.459 2.416
H 4.293 2.719 2.935
H 4.290 4.018 1.730
H 7.292 2.654 0.089
H 6.034 3.517 -0.804
H 6.510 1.890 -1.295
H 6.929 0.265 1.294
H 5.386 -0.586 1.441
H 5.887 0.517 2.705
H 6.130 -0.142 -1.872
H 5.183 0.489 -3.227
H 5.640 -1.216 -3.183
H 4.797 -2.005 0.297
H 4.812 -2.971 -1.182
H 3.323 -2.820 -0.226
H 2.574 -0.864 -3.841
H 1.469 -1.318 -2.537
H 2.667 -2.486 -3.132
H 3.775 2.165 -4.033
H 5.091 2.707 -2.980
H 4.163 3.885 -3.910
H 1.135 2.962 -3.704
H 1.051 4.542 -2.900
H 0.356 3.103 -2.130
H 4.159 4.555 -0.324
H 2.504 5.157 -0.475
H 3.684 5.462 -1.760
*
```